1.
ORCA calculation (ωB97M-V/def2-TZVPD) on C19H54B2NO31 as an isolated structure at a distorted geometry.

The orbital gap is 8.77 eV. The value obtained for the LUMO energy is 1.24 eV. As for the molar mass: 814.241 g mol⁻¹. For the highest occupied orbital energy, the calculation gives -7.533 eV.

```
! RIJCOSX wB97M-V def2-TZVPD def2/J DEFGRID3
* xyz -1 1
C -20.660 -27.144 -24.003
C -21.506 -28.305 -23.233
C -21.899 -29.653 -23.844
C -22.997 -30.378 -23.134
N -23.150 -31.805 -23.762
C -21.971 -32.671 -23.708
C -21.309 -32.602 -25.111
C -22.376 -32.140 -26.066
C -23.589 -31.730 -25.189
C -24.349 -32.355 -22.934
C -25.633 -31.561 -23.040
C -26.897 -32.284 -22.419
H -20.684 -27.131 -25.070
H -19.538 -27.205 -23.917
H -21.079 -26.149 -23.923
H -22.391 -27.676 -22.779
H -20.990 -28.567 -22.364
H -21.042 -30.065 -23.593
H -22.062 -29.521 -24.964
H -23.908 -29.799 -23.471
H -22.642 -30.470 -22.094
H -22.138 -33.801 -23.396
H -21.361 -32.624 -22.861
H -20.954 -33.634 -25.357
H -20.429 -31.998 -25.189
H -22.701 -32.958 -26.705
H -22.055 -31.244 -26.825
H -24.455 -32.482 -25.294
H -24.091 -30.736 -25.246
H -24.058 -32.583 -21.945
H -24.416 -33.431 -23.374
H -26.079 -31.266 -24.041
H -25.455 -30.532 -22.644
H -26.761 -32.805 -21.431
H -27.279 -33.105 -23.192
H -27.847 -31.641 -22.379
O -21.648 -33.340 -20.635
C -21.356 -33.105 -19.507
O -22.280 -32.917 -18.593
B -21.613 -32.782 -17.301
O -20.140 -32.871 -17.614
C -20.091 -33.019 -18.827
O -18.972 -32.993 -19.468
O -22.040 -33.565 -16.156
C -22.449 -32.755 -15.289
O -23.099 -33.159 -14.303
C -22.382 -31.419 -15.703
O -21.878 -31.388 -16.812
O -22.970 -30.438 -15.124
O -24.348 -35.651 -21.290
C -24.354 -35.190 -20.100
O -25.268 -34.517 -19.606
B -25.015 -34.564 -18.244
O -23.851 -35.463 -17.933
C -23.489 -35.740 -19.068
O -22.334 -36.145 -19.289
O -26.199 -35.008 -17.368
C -26.567 -34.031 -16.743
O -27.706 -34.175 -16.097
C -25.725 -32.945 -16.929
O -24.765 -33.125 -17.572
O -25.862 -31.862 -16.324
O -21.763 -36.062 -15.455
H -22.434 -35.542 -15.808
H -22.351 -36.776 -15.016
O -16.458 -31.695 -20.169
H -17.473 -31.985 -20.351
H -16.794 -30.797 -19.912
O -24.732 -30.444 -13.152
H -25.537 -30.232 -13.400
H -24.274 -30.141 -13.910
O -21.885 -28.080 -13.755
H -21.693 -28.900 -13.337
H -21.275 -27.477 -13.372
O -20.269 -35.651 -21.439
H -20.650 -34.689 -21.573
H -20.891 -36.145 -20.919
O -16.823 -34.601 -18.346
H -16.057 -34.377 -17.671
H -17.179 -33.740 -18.689
O -19.528 -31.106 -21.576
H -20.219 -30.633 -21.074
H -19.263 -31.863 -21.075
O -19.700 -34.553 -14.195
H -19.890 -33.629 -14.024
H -20.493 -34.920 -14.602
O -24.195 -28.902 -17.403
H -24.061 -29.384 -16.477
H -24.302 -28.079 -17.158
O -21.266 -28.575 -17.505
H -21.716 -29.283 -17.243
H -21.292 -27.965 -16.791
O -16.748 -31.722 -17.346
H -17.419 -31.139 -17.300
H -16.578 -31.632 -18.366
O -21.810 -30.653 -12.339
H -22.494 -31.026 -12.924
H -21.954 -30.986 -11.535
O -21.410 -30.135 -20.080
H -21.679 -29.291 -19.870
H -22.212 -30.692 -20.342
O -24.104 -30.874 -19.520
H -23.559 -31.560 -18.962
H -24.290 -30.003 -19.064
O -24.541 -34.394 -12.469
H -25.427 -34.447 -12.936
H -24.197 -33.973 -13.275
*
```

=====

2.
ORCA calculation (ωB97M-V/def2-TZVPD) on C19H54N3O10Zn as an isolated structure at a distorted geometry.

The orbital gap (spin up / spin down) is 6.65 / 2.67 eV. The value obtained for the LUMO energy (spin up / spin down) is -6.51 / -10.49 eV. As for the expectation value of S²: 0.754. As for the molar mass: 550.042 g mol⁻¹. For the highest occupied orbital energy (spin up / spin down), the calculation gives -13.161 / -13.161 eV.

```
! RIJCOSX wB97M-V def2-TZVPD def2/J DEFGRID3
* xyz 2 2
Zn 1.886 -1.146 -2.325
O -0.342 0.764 0.135
C 0.537 0.060 -0.592
O 1.389 0.606 -1.317
O 0.409 -1.130 -0.790
H 0.183 1.568 0.143
C 2.395 2.343 1.905
C 1.655 3.589 1.376
C 2.727 4.593 0.875
O 0.698 3.276 0.339
H 2.710 1.686 1.094
H 1.770 1.727 2.551
H 3.278 2.570 2.503
H 1.082 4.078 2.163
H 3.310 5.011 1.696
H 2.233 5.485 0.489
H 3.276 4.127 0.057
H 0.794 3.942 -0.345
C -1.690 2.402 3.101
C -2.636 1.310 3.496
C -1.961 0.067 4.144
O -2.925 -0.947 4.423
C -2.464 -1.943 5.266
N -3.613 1.909 4.410
H -1.354 2.950 3.981
H -2.134 3.076 2.368
H -0.808 1.947 2.648
H -3.216 1.031 2.616
H -1.484 0.363 5.079
H -1.096 -0.307 3.596
H -2.193 -1.490 6.220
H -1.557 -2.397 4.867
H -3.167 -2.752 5.466
H -3.201 2.450 5.157
H -4.080 1.160 4.901
C 4.686 -3.533 -0.365
C 3.762 -2.994 -1.452
C 2.475 -3.871 -1.611
O 1.547 -3.144 -2.447
C 0.383 -3.969 -2.619
N 3.381 -1.654 -1.009
H 5.582 -2.930 -0.219
H 4.966 -4.570 -0.553
H 4.268 -3.519 0.642
H 4.339 -2.863 -2.368
H 2.079 -4.008 -0.605
H 2.648 -4.815 -2.129
H 0.685 -4.990 -2.850
H -0.249 -3.774 -3.485
H -0.200 -4.051 -1.701
H 4.189 -1.062 -0.877
H 3.204 -1.805 -0.027
C -1.532 3.520 -5.533
C -0.835 2.491 -4.683
C -1.537 2.251 -3.305
O -1.800 3.393 -2.570
C -2.541 3.236 -1.395
N -0.760 1.239 -5.440
H -2.494 3.056 -5.752
H -1.031 3.669 -6.490
H -1.678 4.442 -4.972
H 0.210 2.739 -4.501
H -0.938 1.546 -2.728
H -2.488 1.736 -3.443
H -1.946 2.603 -0.736
H -3.480 2.689 -1.469
H -2.678 4.182 -0.872
H -0.138 0.600 -4.965
H -0.338 1.409 -6.341
C 2.258 -2.338 2.196
O 3.326 -1.553 1.879
H 2.653 -3.245 2.654
H 1.518 -1.915 2.875
H 1.685 -2.713 1.349
H 3.921 -1.749 2.606
C -1.710 -2.473 1.723
O -1.158 -3.026 0.596
H -2.627 -2.988 2.008
H -0.996 -2.579 2.540
H -1.816 -1.389 1.681
H -0.603 -2.388 0.142
C -2.976 -1.619 -2.197
O -3.821 -2.556 -2.915
H -1.967 -2.027 -2.260
H -2.910 -0.655 -2.700
H -3.230 -1.539 -1.140
H -3.695 -2.475 -3.863
*
```

=====

3.
ORCA calculation (ωB97M-V/def2-TZVPD) on a 9-piece molecular cluster, C19H55NO14 overall at a distorted geometry.

The orbital gap is 9.20 eV. The value obtained for the LUMO energy is 0.25 eV. As for the molar mass: 521.642 g mol⁻¹. As for the structure (SMILES): CC1(C)CCCC(C)(C)N1O.OCCO.OCCO.OCCO.OCCO.OCCO.O.O.O. For the highest occupied orbital energy, the calculation gives -8.954 eV.

```
! RIJCOSX wB97M-V def2-TZVPD def2/J DEFGRID3
* xyz 0 1
C -2.264 -4.451 -0.784
C -1.995 -2.950 -0.868
C -2.825 -2.251 0.207
C -0.531 -2.594 -0.646
C 0.384 -3.059 -1.775
C -0.064 -2.485 -3.114
C -1.567 -2.625 -3.415
C -1.953 -1.553 -4.422
C -1.826 -4.007 -4.019
N -2.340 -2.368 -2.182
O -3.734 -2.460 -2.461
H -3.301 -4.680 -1.043
H -1.617 -5.019 -1.453
H -2.076 -4.836 0.219
H -2.627 -1.186 0.301
H -3.898 -2.347 0.008
H -2.684 -2.780 1.153
H -0.479 -1.509 -0.510
H -0.140 -3.014 0.290
H 1.402 -2.713 -1.605
H 0.372 -4.151 -1.830
H 0.458 -2.994 -3.933
H 0.226 -1.436 -3.216
H -1.352 -1.638 -5.330
H -1.770 -0.549 -4.021
H -3.016 -1.562 -4.664
H -2.899 -4.233 -4.022
H -1.267 -4.818 -3.561
H -1.595 -3.998 -5.089
H -3.984 -3.394 -2.380
O -1.324 5.031 4.425
C -0.957 3.710 4.840
C 0.138 3.178 3.972
O -0.382 2.707 2.731
H -2.244 5.026 4.148
H -0.712 3.682 5.907
H -1.799 3.005 4.769
H 0.686 2.362 4.444
H 0.854 3.980 3.763
H -0.673 3.481 2.235
O 0.145 -2.685 4.684
C -0.770 -2.240 3.728
C -1.119 -0.767 3.919
O -0.072 -0.053 3.203
H 1.029 -2.408 4.385
H -0.361 -2.304 2.712
H -1.670 -2.857 3.754
H -1.024 -0.534 4.982
H -2.080 -0.468 3.497
H -0.293 0.890 3.164
O 4.261 2.145 1.011
C 3.665 3.248 1.741
C 2.983 4.167 0.767
O 1.809 3.608 0.191
H 4.896 1.714 1.591
H 2.965 2.837 2.477
H 4.455 3.780 2.282
H 3.698 4.474 -0.001
H 2.696 5.072 1.312
H 2.026 3.314 -0.705
O -3.203 0.444 -1.719
C -2.053 1.273 -1.609
C -1.953 1.956 -0.273
O -2.930 2.997 -0.118
H -2.921 -0.471 -1.905
H -1.137 0.680 -1.780
H -2.032 2.018 -2.423
H -0.965 2.441 -0.221
H -2.009 1.249 0.551
H -2.945 3.482 -0.949
O 4.242 2.287 -3.747
C 3.908 1.619 -2.537
C 2.466 1.184 -2.505
O 1.580 2.305 -2.330
H 3.681 3.060 -3.858
H 4.535 0.726 -2.504
H 4.160 2.235 -1.667
H 2.281 0.562 -1.629
H 2.254 0.647 -3.429
H 1.267 2.615 -3.185
O 1.216 0.649 0.747
H 1.435 1.581 0.606
H 0.645 0.650 1.524
O 3.464 -0.869 0.025
H 2.515 -0.733 0.143
H 3.808 0.003 0.255
O 2.370 -1.485 3.277
H 2.690 -1.785 2.419
H 1.764 -0.752 3.082
*
```